No. 1
Entry from OMol25: a cluster of 15 separate species, C30H90O29 in total at a distorted geometry (ωB97M-V/def2-TZVPD).

XYZ file:
```
149
Properties=species:S:1:pos:R:3:forces:R:3
C 4.2648 -3.1493 0.9413 -1.9 0.3 -0.2
C 2.8482 -2.8171 0.3319 0.6 -1.6 0.3
O 2.6597 -1.4386 0.4045 0.7 1.2 0.0
H 4.4788 -4.2083 1.0854 -0.2 0.0 -0.3
H 4.2574 -2.6911 1.9303 0.4 0.1 -0.1
H 4.9995 -2.6802 0.2869 0.2 -0.1 0.2
H 1.9521 -3.2448 0.7815 0.4 -0.7 0.8
H 2.7413 -3.1419 -0.7031 0.6 0.0 -0.4
H 1.9925 -1.2575 -0.2616 -0.7 0.7 -0.5
C -0.6339 -0.1496 0.5421 -1.0 0.0 -0.6
C 0.0430 0.3824 -0.7258 0.0 -0.6 0.4
O 0.6971 -0.6620 -1.3963 1.4 -0.8 -0.6
O -1.5636 -1.1759 0.2069 0.1 0.0 -1.9
H -1.2294 0.6552 0.9732 0.5 0.3 0.5
H 0.0919 -0.6315 1.1971 0.3 0.7 0.3
H 0.8657 1.0486 -0.4660 -0.2 0.3 0.3
H -0.5959 0.8953 -1.4447 -0.4 0.1 0.4
H 0.1262 -1.3618 -1.7218 -0.7 -0.1 0.1
H -1.8948 -1.5880 1.0081 0.0 0.2 0.6
C -1.0678 6.2749 -0.0006 -0.4 -0.1 -1.5
C -0.2517 5.5217 -1.0329 0.4 0.6 -0.1
O 0.0245 4.2697 -0.4915 -0.3 -1.1 0.8
O -0.3353 6.6587 1.0971 0.6 0.9 1.0
H -1.9175 5.6503 0.2751 -0.3 -0.2 0.1
H -1.4729 7.1769 -0.4591 0.0 0.1 0.0
H 0.7125 5.9976 -1.2117 0.0 0.6 0.0
H -0.7179 5.4393 -2.0147 -0.5 0.0 0.0
H 0.7753 3.9188 -0.9761 0.2 -0.3 -0.3
H 0.2203 5.9569 1.4441 0.1 -0.5 0.1
C 0.7528 -2.0111 4.2537 0.7 0.1 1.5
C -0.4051 -2.2433 5.2832 2.1 -0.7 -0.8
O -1.3487 -1.2009 5.2745 -0.2 0.1 0.2
O 1.5723 -0.8948 4.6738 -1.2 -0.1 0.1
H 0.4478 -1.9042 3.2127 -0.4 0.0 0.1
H 1.5013 -2.8012 4.3146 -0.7 -0.9 -0.2
H 0.0707 -2.3141 6.2613 0.1 0.2 0.1
H -0.8451 -3.2290 5.1322 -0.3 0.2 -0.4
H -1.2363 -0.7895 6.1346 -0.4 0.5 -0.3
H 1.7689 -0.4358 3.8539 0.4 0.6 -0.2
C -4.2581 -2.9449 1.5736 1.4 0.1 -0.5
C -3.6563 -2.3292 2.8480 -0.5 -0.5 1.0
O -2.5367 -1.4712 2.7092 -0.2 0.1 -1.9
O -3.4185 -4.0069 1.0597 -0.1 0.4 1.0
H -4.3521 -2.1585 0.8247 -0.1 0.1 -0.2
H -5.2422 -3.3775 1.7537 0.0 0.2 0.4
H -3.3346 -3.1288 3.5153 -0.4 -0.3 0.1
H -4.4652 -1.7754 3.3246 -0.2 0.0 0.2
H -2.0503 -1.3328 3.5252 -0.2 -0.1 0.6
H -3.2945 -3.9326 0.1106 0.1 0.3 -0.6
C 3.4745 5.0720 -0.3694 0.5 0.4 0.9
C 3.1678 3.6304 -0.7067 0.3 0.9 -0.6
O 2.3107 3.6304 -1.8451 -0.4 -0.6 -0.1
O 3.9910 5.7495 -1.5122 -0.3 -0.4 -0.2
H 4.1918 5.1668 0.4459 0.3 -0.5 0.1
H 2.5816 5.5285 0.0577 -0.4 0.3 -0.5
H 2.5912 3.2082 0.1163 0.3 -0.3 0.0
H 4.0777 3.0879 -0.9634 0.0 -0.3 0.4
H 2.7891 3.9869 -2.5972 0.1 0.2 -0.1
H 4.5066 6.5106 -1.2357 -0.1 0.0 0.1
C 3.7340 1.0508 2.7706 -0.9 -0.1 1.4
C 4.6715 0.1102 3.4966 1.4 1.3 -0.5
O 5.5423 -0.4351 2.5367 0.7 -1.2 -0.6
O 2.5100 0.4080 2.4784 -0.3 0.7 -0.4
H 4.2148 1.4797 1.8914 0.1 -0.2 -0.2
H 3.5090 1.8787 3.4430 -0.3 0.1 0.0
H 4.2514 -0.6969 4.0968 -0.4 0.3 -0.1
H 5.3126 0.7581 4.0944 -0.2 -0.1 0.9
H 6.2553 0.1971 2.4200 0.0 -0.2 -0.2
H 2.6666 -0.1792 1.7352 -0.1 -0.7 -0.5
C -0.4591 -0.0396 -4.4462 -0.1 0.2 0.1
C 0.8159 0.8002 -4.3464 -1.9 -0.2 0.3
O 1.0618 1.3324 -5.6280 0.9 0.1 -0.2
O -0.1789 -1.3245 -5.0269 -0.2 -0.2 0.4
H -1.2435 0.4815 -4.9950 0.2 0.1 -0.4
H -0.9715 -0.2391 -3.5050 0.5 -0.2 0.3
H 1.5798 0.1758 -3.8830 0.5 0.1 -0.3
H 0.6272 1.6553 -3.6973 0.1 0.0 0.1
H 1.0289 0.6192 -6.2697 0.1 0.1 -0.2
H 0.2460 -1.3088 -5.8875 -0.2 0.3 0.0
C 3.9594 0.2747 -2.2235 1.3 -1.2 0.3
C 4.7801 0.8377 -3.4121 0.0 -0.4 1.2
O 5.8602 -0.0359 -3.7917 -0.8 0.3 0.5
O 4.7445 -0.0096 -1.0299 0.3 1.1 -1.3
H 3.5950 -0.6975 -2.5553 -0.6 0.0 -0.1
H 3.1514 0.9504 -1.9429 -0.2 0.1 -0.4
H 5.1449 1.8119 -3.0865 0.3 0.2 -0.2
H 4.0886 0.9509 -4.2470 -0.2 0.2 0.0
H 6.3372 0.3992 -4.5021 0.1 0.0 0.0
H 4.2190 -0.5917 -0.4761 -0.4 -0.1 0.2
C -4.0475 -1.5704 -2.8358 1.1 -2.3 0.1
C -3.9309 -3.1526 -2.5468 -2.4 1.3 -0.9
O -2.8880 -3.5262 -1.7413 0.5 0.2 1.1
O -4.0566 -0.8495 -1.6187 -0.5 0.1 -0.7
H -4.8532 -1.2773 -3.5088 -0.5 -0.3 0.6
H -3.1754 -1.3915 -3.4647 0.5 0.6 0.2
H -3.8631 -3.7053 -3.4839 -0.2 0.2 -0.4
H -4.8384 -3.4833 -2.0417 -0.2 0.1 0.0
H -2.0902 -3.2964 -2.2234 0.9 -0.1 0.1
H -3.1863 -0.9612 -1.2292 0.5 0.0 0.5
C 0.1943 2.6762 2.3971 -0.1 0.6 1.4
C 0.7010 3.6896 3.4483 0.4 -1.2 0.2
O 1.1980 4.8501 2.8074 -0.1 0.3 -0.6
O -1.1209 3.0228 1.9082 1.4 -0.4 0.3
H 0.2285 1.6761 2.8291 -0.7 0.1 0.2
H 0.9910 2.6026 1.6569 -0.3 0.4 -0.7
H 1.5171 3.1855 3.9659 0.4 -0.1 0.0
H 0.0101 3.9209 4.2591 -0.6 0.1 -0.4
H 1.4639 5.5050 3.4570 -0.1 0.0 0.1
H -0.9124 3.8328 1.4370 -0.4 0.3 -0.7
C -0.8241 -5.4138 2.4277 -0.5 -1.1 -0.2
C 0.4252 -5.9103 3.1416 0.2 1.0 -0.1
O 1.6358 -5.3974 2.6244 0.4 0.1 -0.4
O -1.0849 -4.0703 2.6326 1.0 0.9 1.2
H -1.5984 -6.0652 2.8328 -0.6 0.0 0.2
H -0.8784 -5.5972 1.3546 0.6 -0.4 -0.3
H 0.4866 -6.9977 3.1844 -0.4 -0.2 -0.1
H 0.4144 -5.5305 4.1633 -0.3 -0.1 0.1
H 1.7250 -5.7541 1.7376 0.2 0.1 -0.2
H -1.8272 -3.7572 2.1106 -0.3 -0.5 -0.5
C -4.3812 1.3567 1.7622 0.0 -2.0 0.2
C -5.7137 0.9001 1.1404 0.5 1.2 1.3
O -6.6699 1.8808 1.4583 -0.9 0.5 -0.1
O -3.8552 2.4849 1.1309 -0.1 0.4 -0.4
H -3.7180 0.4931 1.7125 0.5 0.0 -0.3
H -4.4104 1.5930 2.8259 -0.9 -0.2 0.2
H -6.0846 0.0171 1.6609 0.4 -0.3 -0.3
H -5.6583 0.7620 0.0606 0.3 -0.3 0.0
H -6.2836 2.7284 1.2258 -0.1 0.2 -0.1
H -3.0582 2.7272 1.6080 0.5 0.2 -0.1
C 0.4950 -4.9008 -4.1164 0.7 1.3 -0.3
C 0.6182 -3.7817 -2.9894 0.2 -2.4 -2.0
O -0.5528 -3.0250 -2.9542 0.3 0.5 0.8
O 0.4349 -4.3142 -5.4820 -0.7 -0.9 1.5
H -0.3816 -5.5397 -4.0090 -0.2 0.4 -0.1
H 1.3613 -5.5571 -4.0336 0.2 0.0 -0.1
H 1.4836 -3.2165 -3.3355 0.1 0.5 0.4
H 0.8532 -4.2544 -2.0358 -0.3 0.1 0.1
H -0.4633 -2.4867 -3.7440 -0.5 0.6 -0.9
H 1.1490 -3.6987 -5.6633 0.3 -0.1 0.5
C -2.6475 2.3346 -2.3256 0.6 0.3 1.1
C -3.5614 3.5155 -2.0634 0.4 0.4 0.5
O -4.6662 3.2246 -1.2276 -0.7 0.0 -1.6
O -3.2420 1.4004 -3.1206 -0.9 -1.4 -1.7
H -2.3643 1.8539 -1.3892 0.0 0.3 0.6
H -1.7030 2.5448 -2.8275 0.1 0.9 0.0
H -3.9330 3.8516 -3.0314 -0.2 0.1 0.1
H -2.9893 4.3309 -1.6208 0.3 0.2 0.0
H -4.4230 3.0120 -0.3236 0.8 0.0 0.2
H -3.9264 0.9575 -2.6136 -0.2 -0.2 0.2
```
Forces are in eV/Å.

The calculation puts the LUMO energy at -0.046 eV. Its calculated total energy is -91940.518 eV. Its net charge is 0. The value obtained for the HOMO-LUMO gap is 9.12 eV. The energy above the lowest of the compared OMol25 structures with the same formula, charge and spin is 0.0 kJ/mol.



No. 2
Entry from OMol25: a cluster of 10 separate species, C30H90O40P10 in total at a distorted geometry (ωB97M-V/def2-TZVPD).

XYZ file:
```
170
Properties=species:S:1:pos:R:3:forces:R:3
C 2.0902 2.6258 3.4780 0.7 -0.3 -1.5
O 1.6560 2.8037 4.7779 0.7 0.8 2.9
P 2.6853 3.2704 5.9552 -0.4 -3.4 0.8
O 2.1652 2.8899 7.3101 0.8 1.5 -2.2
O 4.0579 2.4698 5.5567 -1.4 0.3 0.0
C 5.2732 2.5762 6.3062 -0.1 1.9 0.1
O 3.0045 4.7739 5.5872 2.0 -2.6 0.3
C 2.1319 5.7612 5.9235 -1.4 2.5 -0.9
H 2.0931 1.5528 3.2859 -0.2 0.0 -0.4
H 3.1064 2.9744 3.2936 0.0 0.1 0.1
H 1.4324 3.1732 2.8030 -0.1 -0.3 -0.1
H 6.0273 2.9041 5.5907 0.2 -0.5 0.1
H 5.5940 1.7344 6.9197 -0.5 -0.4 -0.5
H 5.1583 3.4272 6.9776 0.2 0.0 0.3
H 1.9580 6.2317 4.9558 -0.5 0.6 0.1
H 2.6322 6.5077 6.5404 -0.3 -0.2 0.4
H 1.1523 5.4434 6.2804 0.3 -0.2 0.5
C -2.2701 7.1037 -1.7810 0.1 0.0 -0.4
O -1.9135 6.2238 -0.7263 -1.1 -1.5 1.6
P -3.0560 5.5889 0.2741 -1.7 1.1 -0.9
O -4.4010 5.3036 -0.3252 2.5 0.5 1.0
O -3.1069 6.7353 1.4646 0.1 -1.4 -0.1
C -3.7717 7.9809 1.2808 0.2 0.6 -1.3
O -2.3358 4.3273 0.9524 -0.8 1.6 -1.4
C -1.1392 4.5676 1.6587 0.4 0.5 1.7
H -1.7090 8.0242 -1.6194 -0.1 0.1 -0.2
H -3.3402 7.2978 -1.8527 0.0 -0.1 0.2
H -1.9619 6.6213 -2.7085 0.0 0.2 -0.1
H -3.0381 8.7870 1.2671 0.2 -0.1 0.2
H -4.5417 8.2564 2.0015 0.2 -0.8 0.4
H -4.2401 8.0202 0.2974 -0.2 -0.1 0.0
H -0.6160 5.5038 1.4642 0.1 -0.2 -1.2
H -0.5116 3.6804 1.5742 0.0 0.2 0.1
H -1.4419 4.7983 2.6801 0.1 -0.8 0.5
C -5.4624 0.7381 -2.9419 -0.9 -0.5 0.1
O -4.4766 1.0871 -3.9087 0.1 0.2 0.4
P -3.9561 2.5923 -4.0204 0.3 1.5 0.8
O -4.0320 3.4135 -2.7569 0.6 -1.8 -2.0
O -4.8426 3.2502 -5.2024 1.7 -0.6 0.3
C -6.2023 2.9671 -5.2793 -1.7 -0.2 0.1
O -2.5539 2.3670 -4.7640 -0.3 0.7 0.5
C -1.2740 2.2309 -4.0225 -1.1 -0.8 -0.5
H -5.0585 0.2818 -2.0382 0.4 0.3 -0.1
H -6.1065 -0.0225 -3.3831 0.1 0.0 -0.2
H -6.1151 1.5705 -2.6785 0.3 0.1 0.2
H -6.7792 3.8809 -5.1370 0.1 0.1 0.0
H -6.5540 2.2409 -4.5464 0.2 0.1 0.1
H -6.5041 2.5338 -6.2328 0.5 0.1 -0.3
H -0.9670 1.1949 -4.1659 -0.1 0.0 0.4
H -1.5002 2.4355 -2.9760 0.6 0.2 -0.1
H -0.4895 2.8231 -4.4936 -0.4 0.5 0.2
C -3.1812 -1.8242 7.1574 0.4 0.8 0.5
O -3.3500 -2.0539 5.7634 -0.4 -0.9 -0.7
P -2.1765 -2.4178 4.7494 0.7 0.5 -2.0
O -1.1421 -1.3721 4.5533 -0.7 -1.2 0.8
O -1.6342 -3.8761 5.1802 -0.5 1.8 -0.8
C -2.5725 -4.8834 5.5082 -1.6 -0.5 0.3
O -2.9174 -2.6867 3.2883 0.9 -1.4 2.2
C -3.3644 -1.5820 2.5674 -0.5 1.6 -0.3
H -3.8931 -2.3207 7.8168 -0.3 -0.6 -0.7
H -3.3779 -0.7624 7.3058 0.4 0.0 0.1
H -2.1851 -2.1075 7.4973 0.1 0.2 -0.1
H -2.3838 -5.7864 4.9277 0.7 -0.2 0.8
H -3.6238 -4.7274 5.2664 0.0 1.0 -0.9
H -2.7063 -4.8947 6.5899 0.9 -0.9 0.2
H -2.6929 -0.7374 2.7217 -0.2 0.2 0.3
H -4.3962 -1.3856 2.8589 0.0 0.4 0.1
H -3.3711 -1.6614 1.4803 0.2 -1.0 0.0
C 1.5183 -3.4707 2.9772 0.4 0.7 1.9
O 0.6626 -4.1717 2.1283 -0.7 -1.5 -1.3
P 1.1842 -5.5385 1.4735 1.1 1.9 -0.9
O 2.1564 -6.2218 2.3308 -0.3 -0.4 -0.5
O -0.1744 -6.2538 1.0352 1.7 0.6 0.8
C -0.0222 -7.3015 0.0805 -1.5 -0.2 -1.6
O 1.8457 -5.0131 0.0098 -1.5 -1.1 2.3
C 3.0481 -4.2382 0.0120 0.2 -0.1 -0.6
H 1.8429 -2.5085 2.5810 0.0 -0.2 -0.5
H 2.3636 -4.0792 3.2987 0.1 0.1 -0.2
H 0.9427 -3.2325 3.8717 0.0 0.1 0.1
H -0.6159 -8.1777 0.3412 0.3 0.0 0.7
H 0.9787 -7.5854 -0.2447 0.1 0.3 0.5
H -0.5610 -6.8945 -0.7752 0.3 -0.2 -0.5
H 3.7804 -4.8550 -0.5090 0.2 0.4 -0.2
H 3.5080 -3.9484 0.9567 -0.6 -0.3 0.4
H 2.8059 -3.3249 -0.5314 0.3 0.0 -0.2
C 1.6697 -1.8905 -4.0753 0.0 -0.7 0.8
O 2.4987 -1.0930 -4.8799 0.2 2.6 -1.9
P 2.1182 0.4313 -5.3273 -0.1 -0.3 0.8
O 1.9669 1.4234 -4.2207 0.3 -1.2 -1.8
O 3.2516 0.7865 -6.4117 -1.8 1.3 2.9
C 3.6171 -0.0201 -7.4471 2.0 -1.2 -1.2
O 0.7999 0.2345 -6.2405 0.8 0.4 0.8
C 0.3409 1.3379 -7.0370 -1.5 -0.2 -0.7
H 2.2160 -2.0320 -3.1428 -0.3 0.2 0.3
H 1.6147 -2.8819 -4.5249 -0.3 0.1 -0.2
H 0.6841 -1.4545 -3.9117 0.0 -0.1 0.1
H 2.9667 -0.8615 -7.6862 -0.4 0.3 -0.1
H 4.5786 -0.4423 -7.1549 0.1 -0.4 -0.1
H 3.8734 0.6158 -8.2945 -0.5 -0.1 -0.3
H 0.3774 1.0038 -8.0739 0.6 0.3 -0.1
H 0.7349 2.3420 -6.8798 0.9 -0.4 0.2
H -0.7281 1.4887 -6.8864 -0.1 -0.3 0.5
C 1.8092 -0.0182 0.7099 -0.4 0.1 1.0
O 1.2312 -0.2589 -0.5665 -2.0 -0.3 -1.1
P -0.3898 -0.3997 -0.7595 -0.6 -0.1 0.5
O -0.9181 -0.6696 -2.1186 1.3 0.1 0.8
O -0.9063 -1.4777 0.3289 1.0 0.5 -0.4
C -1.0301 -2.8597 -0.0027 -0.2 -0.6 -0.9
O -1.0381 0.9111 -0.0885 0.6 -0.3 -0.7
C -2.3739 1.2568 -0.4633 -1.8 0.5 0.1
H 1.1210 -0.3587 1.4836 -0.1 0.2 0.2
H 2.0115 1.0466 0.8252 0.0 0.0 0.0
H 2.7262 -0.5846 0.8724 0.1 0.0 -0.6
H -0.1623 -3.4895 0.1935 0.0 0.6 0.6
H -1.1549 -2.9948 -1.0771 -0.5 0.3 -0.2
H -1.9086 -3.2106 0.5387 0.2 -0.2 0.0
H -2.4975 2.1155 -1.1233 0.8 0.3 0.2
H -2.9830 1.4698 0.4152 0.6 0.2 0.4
H -3.0074 0.5386 -0.9838 0.9 -1.0 -0.1
C 4.3716 1.2530 -2.2200 0.0 -0.4 0.0
O 5.7542 0.9045 -2.1158 1.6 -1.8 -0.4
P 6.2341 -0.6538 -2.3743 -0.6 2.4 2.0
O 7.6820 -0.8448 -2.1607 -1.2 -0.1 -0.7
O 5.3119 -1.4661 -1.2967 0.7 0.1 -1.5
C 5.7204 -1.6082 0.0392 -0.2 -0.6 1.6
O 5.5221 -0.9477 -3.7547 0.7 -0.9 -0.9
C 5.9818 -2.0771 -4.5788 0.5 -0.1 0.8
H 4.1504 1.9305 -1.3953 -0.1 -0.1 0.0
H 3.8168 0.3190 -2.1307 -0.6 0.4 0.0
H 4.1662 1.7315 -3.1775 0.0 -0.1 0.1
H 5.0315 -1.0634 0.6848 0.1 0.4 -0.1
H 6.7418 -1.3721 0.3378 0.1 0.6 -0.8
H 5.6289 -2.6415 0.3739 -0.2 -0.3 -0.5
H 6.2089 -2.8901 -3.8892 -0.4 -0.4 -0.2
H 6.9310 -1.9129 -5.0889 0.0 0.8 0.1
H 5.2542 -2.3391 -5.3470 -0.3 0.2 0.5
C -6.3372 -9.2321 2.2576 0.0 -0.5 1.7
O -5.9348 -8.3088 1.2652 1.2 0.5 -1.5
P -4.4352 -7.6640 1.3863 0.1 -0.7 0.3
O -4.2604 -7.1210 2.7454 0.5 0.1 -1.1
O -3.3809 -8.8932 1.0749 -1.5 1.9 1.6
C -3.4317 -9.5539 -0.1597 -0.3 -0.4 -0.3
O -4.2519 -6.6997 0.0853 -1.1 -2.2 1.7
C -3.9380 -5.3282 0.1374 0.7 1.0 -1.0
H -6.6892 -10.2137 1.9403 0.3 0.2 -1.0
H -7.1690 -8.8456 2.8465 0.1 0.5 -0.1
H -5.5314 -9.4290 2.9648 0.1 0.1 0.0
H -4.4446 -9.5145 -0.5604 0.1 0.2 -0.5
H -3.2536 -10.6126 0.0288 0.5 0.1 -0.1
H -2.6756 -9.0713 -0.7790 -0.2 -0.5 -0.5
H -4.6228 -4.7712 -0.5021 -0.5 -0.1 0.3
H -3.0001 -5.2369 -0.4105 0.3 0.1 0.4
H -3.8609 -4.8747 1.1255 -0.1 -0.4 0.1
C 5.1261 5.2577 -1.7234 0.1 -1.5 0.0
O 3.6763 5.2496 -1.6556 -0.2 0.7 1.3
P 2.8658 4.9162 -0.2820 -0.1 1.4 -0.3
O 3.2797 3.6858 0.4182 -0.1 0.4 -0.3
O 1.3611 4.9816 -0.8181 1.1 -0.2 0.6
C 0.8127 3.8588 -1.5577 -0.5 0.6 0.2
O 2.9307 6.2759 0.6721 0.4 -1.5 -1.7
C 2.3621 6.2045 1.9646 -1.1 -0.4 0.6
H 5.4156 4.6866 -2.6055 -0.3 0.0 -0.1
H 5.4971 4.6737 -0.8812 0.2 0.3 0.1
H 5.6464 6.2098 -1.8283 -0.8 0.4 0.4
H -0.1426 3.6272 -1.0866 0.1 -0.2 0.1
H 1.4723 2.9911 -1.5475 0.0 0.1 -0.2
H 0.5874 4.2486 -2.5503 0.3 -0.4 -0.1
H 1.2737 6.1990 1.9053 -0.2 0.3 -0.3
H 2.6228 7.0716 2.5715 0.4 -0.1 -0.3
H 2.5673 5.2761 2.4975 0.7 0.0 -0.1
```
Forces are in eV/Å.

The calculation puts the LUMO energy at 0.490 eV. Its SMILES is COP(=O)(OC)OC.COP(=O)(OC)OC.COP(=O)(OC)OC.COP(=O)(OC)OC.COP(=O)(OC)OC.COP(=O)(OC)OC.COP(=O)(OC)OC.COP(=O)(OC)OC.COP(=O)(OC)OC.COP(=O)(OC)OC. Its calculated total energy is -207376.972 eV. Its net charge is 0. The value obtained for the HOMO-LUMO gap is 10.62 eV. The energy above the lowest of the compared OMol25 structures with the same formula, charge and spin is 553.0 kJ/mol.



| no. | HOMO (eV) |
| --- | --- |
| 1 | -9.164 |
| 2 | -10.133 |